(1)
A molecular structure, C55H30Cl2F21N4O2PS2V at a distorted geometry, computed with ωB97M-V/def2-TZVPD.

As for the net charge: -2. The expectation value of S² is 0.7874. The value obtained for the HOMO energy (spin up / spin down) is -2.55 / -2.58 eV. The spin multiplicity is 2. Its gap between HOMO and LUMO (spin up / spin down) is 5.9 / 5.9 eV.

Structure (XYZ):
```
118
Properties=species:S:1:pos:R:3:mulliken_spin:R:1
V -0.13250 -0.75672 0.93505 1.258
C 0.31690 -4.43271 7.16420 0.001
C 0.57667 -3.63372 5.88390 -0.006
C 1.80835 -3.53181 5.27142 0.004
C 1.93427 -2.77055 4.07494 -0.009
C 0.84766 -2.18121 3.42443 0.045
N 1.05070 -1.38085 2.27150 -0.030
C 2.33988 -1.00676 1.97292 -0.049
C 3.34390 -1.97370 1.65082 0.010
C 4.60341 -1.59474 1.33323 0.002
C 5.01107 -0.26275 1.36282 0.000
C 6.35234 0.29907 0.95185 -0.001
C 4.05558 0.68110 1.64301 -0.004
C 2.68663 0.36987 1.97779 0.015
C 1.51327 1.39024 2.05966 -0.032
O 0.47137 1.05058 1.28009 -0.002
C 1.04080 1.54926 3.49380 0.010
F -0.25352 1.74460 3.61236 0.000
F 1.64676 2.60048 4.11978 0.000
F 1.31146 0.49683 4.25137 0.000
C 1.99919 2.81348 1.52253 -0.001
F 1.02680 3.69703 1.75819 0.000
F 2.20977 2.73984 0.20245 0.001
F 3.09621 3.40745 2.06514 0.000
C -0.43903 -2.37023 4.01641 0.010
C -0.49850 -3.02302 5.24479 0.005
C -1.71669 -1.81806 3.39304 -0.003
O -1.53578 -1.19394 2.15953 -0.042
C -2.68459 -3.00368 3.14509 0.002
F -2.88385 -3.78707 4.22860 0.000
F -2.08891 -3.71510 2.14365 -0.001
F -3.95425 -2.61498 2.76510 0.000
C -2.39500 -0.74196 4.25122 -0.008
F -1.58598 0.15535 4.93398 0.000
F -3.16998 -1.24756 5.25803 0.000
F -3.19440 -0.05675 3.48499 0.000
H 1.23879 -4.97505 7.35743 0.000
H -0.53055 -5.07004 7.14212 0.000
H 0.24207 -3.75678 8.02911 0.000
H 2.67988 -3.95649 5.71593 0.000
H 2.95274 -2.64694 3.69245 -0.001
H 2.91909 -2.94032 1.49718 0.001
H 5.31529 -2.34336 1.01766 0.001
H 6.45024 1.32996 1.30068 0.000
H 6.52128 0.25211 -0.11828 0.000
H 7.11486 -0.30166 1.48288 0.000
H 4.35866 1.71824 1.74876 0.000
H -1.42743 -3.06807 5.78401 0.000
S -1.15053 -2.54258 -0.25993 -0.100
C -0.21195 -3.17462 -1.59068 0.024
C 0.87831 -4.02929 -1.09796 -0.004
N 1.83972 -4.59060 -0.74951 0.005
C -0.63651 -3.26539 -2.86178 -0.016
S -2.09023 -2.56990 -3.47555 -0.019
C 0.14146 -4.08078 -3.81479 0.000
N 0.61052 -4.84270 -4.53406 -0.005
Cl 1.70026 7.26576 -4.46285 0.000
C 0.89072 5.79882 -3.91183 0.000
Cl 1.76017 5.05134 -2.45671 0.000
H 0.98935 5.02345 -4.63890 0.000
H -0.11667 6.07803 -3.66606 0.000
N 6.58366 -1.41327 -6.48417 0.003
C 5.87628 -1.42680 -5.61108 -0.002
C 4.91720 -1.51332 -4.48920 0.010
C 4.19130 -0.37231 -4.23526 -0.006
C 3.31714 -0.31695 -3.17652 0.009
C 3.08756 -1.43514 -2.36109 -0.013
C 3.79687 -2.59640 -2.60511 0.012
C 4.71398 -2.61117 -3.62109 -0.005
C 2.13766 -1.21460 -1.29500 0.022
C 1.14728 -0.99789 -0.58229 -0.073
H 4.36709 0.48851 -4.88969 0.000
H 2.79728 0.63068 -2.91978 0.003
H 3.70586 -3.41991 -1.85507 0.000
H 5.42726 -3.43602 -3.77961 0.000
F -8.28049 -1.27045 -0.00516 0.000
C -7.33861 -2.24566 -0.28584 0.000
F -7.50757 -3.12411 0.74144 0.000
F -7.75780 -2.86714 -1.36717 0.000
C -5.98368 -1.67765 -0.40867 0.000
C -5.47521 -1.38174 -1.64971 0.001
C -4.21556 -0.73665 -1.76701 -0.005
C -3.61184 -0.20295 -0.65128 -0.005
C -4.12816 -0.59689 0.62616 0.006
C -5.31994 -1.33199 0.74377 0.000
P -1.85775 0.52574 -0.62839 -0.003
C -1.43928 0.75971 -2.45200 -0.017
C -2.10359 1.79834 -3.14782 -0.002
C -1.55797 2.32044 -4.29956 0.000
C -0.43802 1.82119 -4.89170 0.001
C 0.20179 0.72628 -4.28879 -0.001
C -0.23724 0.26292 -3.03890 0.027
C 0.24439 2.50415 -6.06438 0.000
F 1.38095 3.19894 -5.56632 0.000
F -0.43376 3.42826 -6.71350 0.000
F 0.73568 1.61443 -6.92603 0.000
C -2.25503 2.32220 -0.32984 -0.007
C -3.51550 2.90108 -0.06035 -0.003
C -3.62380 4.26216 0.15892 0.000
C -2.43211 5.12052 0.11793 0.000
C -1.25637 4.52517 -0.23520 0.001
C -1.12563 3.16861 -0.41769 0.002
C -2.47486 6.60633 0.36268 0.000
F -3.68561 6.89397 1.04108 0.000
F -2.45860 7.39914 -0.72269 0.000
F -1.49473 7.02692 1.19283 0.000
H -5.95237 -1.75753 -2.54968 0.000
H -3.63287 -0.67539 -2.69785 -0.002
H -3.45171 -0.49130 1.44587 -0.003
H -5.64273 -1.77843 1.71305 0.000
H -2.95058 2.23489 -2.68761 0.000
H -2.05479 3.24236 -4.71879 0.000
H 1.13226 0.44568 -4.77405 -0.001
H 0.29396 -0.58287 -2.66422 -0.009
H -4.43338 2.35658 -0.01431 0.000
H -4.56115 4.71782 0.34014 0.000
H -0.38262 5.12820 -0.29514 0.000
H -0.13408 2.78285 -0.69626 0.001
```

***

(2)
A molecular structure, C55H38ClF4N16O3RbSSe at a distorted geometry, computed with ωB97M-V/def2-TZVPD.

As for the net charge: -2. The value obtained for the HOMO energy is -1.64 eV. Its relative energy (zero: lowest compared OMol25 entry of this formula, charge and spin) is 52.5 kcal per mole. Its gap between HOMO and LUMO is 3.8 eV.

Structure (XYZ):
```
120
Properties=species:S:1:pos:R:3:mulliken_charge:R:1
Rb -0.51762 -0.60038 -0.44419 0.811
Cl 3.32959 -5.26489 5.59299 -0.261
C 2.54180 -4.09007 4.56793 0.121
C 1.30757 -3.57522 4.93258 -0.592
C 0.74895 -2.57840 4.15761 -0.312
C 1.36729 -2.08832 2.99514 -0.263
O 0.86160 -1.02361 2.36057 -0.225
C 2.50990 -2.78529 2.53621 1.445
C 3.00453 -2.76117 1.14326 -1.133
N 2.35909 -2.34362 0.14612 0.342
C 2.74622 -2.74982 -1.14658 -0.221
C 3.04150 -4.06566 -1.41029 -0.311
C 3.31950 -4.51117 -2.72124 -0.841
C 3.31327 -3.63149 -3.76189 -0.892
C 3.02158 -2.26370 -3.52791 1.018
C 3.03359 -1.30037 -4.56654 -0.969
C 2.79107 0.00382 -4.27291 -1.113
C 2.49029 0.34776 -2.93784 0.112
N 2.46794 -0.50629 -1.94425 0.502
C 2.73791 -1.81138 -2.22089 0.068
C 3.12293 -3.71632 3.37371 -1.169
H 0.80793 -3.94380 5.81948 0.423
H -0.20478 -2.13785 4.42682 0.578
H 3.96090 -3.28070 0.98999 0.453
H 3.00186 -4.78143 -0.59658 0.550
H 3.53277 -5.56051 -2.89117 0.372
H 3.51252 -3.95569 -4.77744 0.420
H 3.21386 -1.61446 -5.58899 0.344
H 2.80274 0.76092 -5.04369 0.610
H 2.25634 1.38078 -2.69066 0.302
H 4.04918 -4.18591 3.05950 0.421
N -2.47421 2.54943 1.00241 0.004
C -1.57958 3.30830 0.35093 0.143
N -1.98106 4.52826 -0.01417 -0.720
C -1.04779 5.28176 -0.59023 0.256
N -1.36708 6.55347 -0.90932 -0.365
N 0.22275 4.88909 -0.81162 -0.578
C 0.49564 3.65843 -0.42374 -0.100
N -0.33523 2.80172 0.17426 0.295
C 1.90801 3.23132 -0.70560 0.154
C 2.68225 3.97192 -1.59109 -0.190
C 3.98119 3.56134 -1.84102 -0.952
C 4.46825 2.42937 -1.20583 -0.487
C 3.62998 1.75713 -0.33331 -0.894
N 2.38339 2.15481 -0.08260 1.070
H -3.41528 2.88719 1.06566 0.277
H -2.28836 1.59568 1.27059 -0.098
H -2.34807 6.75520 -0.97230 0.273
H -0.76995 7.02984 -1.57565 0.276
H 2.25148 4.84667 -2.05967 0.681
H 4.60456 4.12076 -2.52780 0.428
H 5.47687 2.07734 -1.38198 0.457
H 3.95942 0.87304 0.20515 0.202
N -7.49389 0.93707 -3.73479 -0.585
C -6.53515 0.17840 -3.05077 1.164
C -5.17651 0.45504 -3.21057 -0.795
C -4.22981 -0.24555 -2.48864 -0.444
C -4.63646 -1.23816 -1.60215 -0.496
C -5.98198 -1.53312 -1.44143 -0.360
C -6.92882 -0.82972 -2.16844 -0.728
S -3.41374 -2.04886 -0.62991 1.243
O -2.24315 -2.18984 -1.47278 -0.914
O -3.96062 -3.28178 -0.12292 -0.752
N -3.02080 -0.97682 0.50626 0.242
C -3.86480 -0.71827 1.54267 -0.153
N -5.12291 -1.22711 1.62505 -0.379
C -5.81927 -0.95857 2.71810 -0.128
C -5.35189 -0.16479 3.75540 -0.779
C -4.09316 0.37781 3.55263 -0.234
N -3.35439 0.12995 2.48195 -0.329
H -7.16427 1.37882 -4.57576 0.235
H -8.38463 0.48770 -3.85179 0.214
H -4.86540 1.22307 -3.91290 0.338
H -3.16792 -0.04596 -2.62939 0.560
H -6.26145 -2.31800 -0.74985 0.451
H -7.98421 -1.05886 -2.05782 0.237
H -6.81360 -1.39844 2.76254 0.380
H -5.93820 0.04031 4.63957 0.370
H -3.65208 1.05108 4.28607 0.426
F -1.07723 2.97887 -3.56292 -0.313
C -0.53886 3.44922 -4.70505 0.825
C -0.59009 4.81426 -4.87689 0.144
F -1.21479 5.50540 -3.91129 -0.362
C -0.06812 5.49608 -5.96452 0.546
C 0.47229 4.62652 -6.90550 -0.138
C 0.49779 3.24691 -6.75168 -0.095
F 1.06791 2.53410 -7.74220 -0.391
C -0.00060 2.57579 -5.64068 0.821
C 0.03363 1.10457 -5.46014 0.196
C -0.36598 0.50312 -4.24796 -0.477
N -0.61317 -0.00499 -3.22597 -0.476
C 0.52181 0.19198 -6.42855 0.151
N 0.90283 -0.60992 -7.18180 -0.829
F 1.01730 5.12623 -8.02809 -0.384
C -0.07013 6.96307 -6.05562 0.106
C -0.49292 7.77930 -4.97214 0.147
N -0.82008 8.47202 -4.09286 -0.823
C 0.41202 7.69740 -7.17464 0.106
N 0.78862 8.36575 -8.04858 -0.759
C 3.37598 4.04266 7.46762 -1.532
C 2.86168 3.26325 6.28240 0.783
C 2.55136 1.91664 6.38074 -1.144
C 2.09756 1.18934 5.28514 1.032
C 1.74194 -0.25140 5.42104 -0.851
C 1.96102 1.81566 4.05078 0.083
Se 1.44930 0.89186 2.41408 0.838
C 2.23469 3.18580 3.93242 0.745
C 2.05398 3.90892 2.62068 -1.383
C 2.68141 3.87902 5.05082 -1.164
H 3.40706 3.41709 8.36072 0.338
H 2.74084 4.90667 7.67505 0.345
H 4.38564 4.41436 7.27733 0.322
H 2.65946 1.41152 7.33635 0.295
H 1.62787 -0.54784 6.46267 0.318
H 2.51496 -0.87988 4.96929 0.358
H 0.80914 -0.44660 4.89151 -0.149
H 1.08494 3.66493 2.17122 0.099
H 2.82366 3.60959 1.90862 0.355
H 2.11562 4.98662 2.75414 0.412
H 2.88932 4.94114 4.95148 0.399
```